Entry 1:
The following is a quantum chemistry calculation of a structure of composition C16H11LaN3O4 at a distorted geometry, from the Open Molecules 2025 dataset.

Frontier orbital gap (eV): 3.004
F_max (eV/Å): 7.79
E_HOMO (eV): -16.43
Total charge: +3
DFT total energy (eV): -30258.2937

Atoms and positions in Å:
La 3.07 0.35 0.92
O 1.97 -0.49 -2.61
C 2.37 -0.27 -1.57
C 3.51 0.41 3.37
O 3.88 0.40 4.47
C 2.24 2.66 0.03
O 1.65 3.57 -0.33
C 2.50 -2.15 1.22
O 2.27 -3.27 1.30
C 6.25 0.69 0.67
H 6.55 -0.33 0.34
H 6.36 1.50 -0.07
C 6.01 0.97 1.99
H 5.95 2.01 2.35
H 6.11 0.19 2.77
N -7.59 -2.05 -2.72
C -6.54 -1.63 -2.41
C -5.27 -1.14 -1.97
C -4.09 -1.88 -2.16
C -2.92 -1.47 -1.52
C -2.89 -0.31 -0.74
C -4.05 0.47 -0.64
C -5.24 0.08 -1.28
N -1.67 0.10 -0.12
C -1.46 1.29 0.59
C -0.18 1.25 1.06
N 0.43 0.07 0.65
C -0.55 -0.64 0.02
H -4.08 -2.78 -2.77
H -2.02 -2.06 -1.63
H -4.06 1.39 -0.06
H -6.14 0.72 -1.26
H -2.24 2.01 0.77
H 0.35 1.98 1.66
H -0.50 -1.65 -0.34

Löwdin population analysis, charges in e, atoms 1 to 6: 1.86 0.20 -0.06 -0.08 0.22 -0.05


Entry 2:
The following is a quantum chemistry calculation of an isolated molecule of C16H11NO4 at a distorted geometry, from the Open Molecules 2025 dataset.

Frontier orbital gap (eV): 7.820
F_max (eV/Å): 4.97
Relative energy (zero: lowest compared OMol25 entry of this formula, charge and spin) (eV): 0.233
SMILES string: O=C1NC(=O)C(Oc2ccc(-c3ccccc3)cc2)=C1O
E_HOMO (eV): -8.52
DFT total energy (eV): -26449.5737

Atoms and positions in Å:
O 0.67 5.48 3.95
O -1.74 2.22 2.40
O 2.84 3.49 3.18
O 1.28 1.10 2.23
C 0.48 4.47 3.31
C -0.67 2.81 2.52
C 1.45 3.43 3.01
C 0.73 2.34 2.54
C -3.35 -3.73 -3.08
C -3.45 -3.97 -1.71
C -2.59 -2.67 -3.53
C 0.09 0.81 0.16
C 0.35 -1.01 1.67
C -2.75 -3.16 -0.76
C -1.86 -1.87 -2.63
C -0.77 0.04 -0.63
C -0.52 -1.81 0.91
C 0.61 0.32 1.35
C -1.90 -2.12 -1.23
C -1.09 -1.28 -0.30
N -0.74 4.10 2.86
H 3.23 2.68 2.82
H -3.92 -4.38 -3.75
H -4.09 -4.79 -1.37
H -2.52 -2.45 -4.60
H 0.35 1.80 -0.19
H 0.73 -1.38 2.63
H -2.91 -3.34 0.29
H -1.25 -1.07 -3.08
H -1.19 0.54 -1.51
H -0.72 -2.83 1.20
H -1.57 4.55 3.23

Löwdin population analysis, charges in e, atoms 1 to 6: 0.14 0.11 0.10 0.07 -0.41 -0.39


Entry 3:
The following is a quantum chemistry calculation of a structure of composition C16H12BaF4N3O9S at a distorted geometry, from the Open Molecules 2025 dataset.

Frontier orbital gap (eV): 6.819
F_max (eV/Å): 1.25
Relative energy (zero: lowest compared OMol25 entry of this formula, charge and spin) (eV): 0.000
E_HOMO (eV): -4.82
Total charge: -1
DFT total energy (eV): -62091.7192

Atoms and positions in Å:
Ba -0.18 -0.46 -0.33
O -3.57 3.62 -1.02
C -2.49 2.82 -0.91
O -2.59 1.62 -0.82
C -1.19 3.58 -0.97
O -0.15 2.85 -0.41
C 0.06 3.08 0.99
C 0.40 1.69 1.53
O 1.56 1.27 1.42
O -0.60 0.95 1.72
H -4.35 3.04 -1.04
H -1.30 4.58 -0.53
H -0.97 3.72 -2.03
H -0.85 3.45 1.47
H 0.89 3.79 1.13
F -4.34 -6.27 -0.90
C -3.23 -5.50 -1.06
F -2.35 -5.93 -0.14
F -2.74 -5.82 -2.27
C -3.57 -4.04 -0.92
C -4.89 -3.69 -0.70
C -5.23 -2.35 -0.55
C -4.22 -1.41 -0.64
N -2.95 -1.72 -0.87
C -2.60 -3.01 -1.03
S -0.94 -3.42 -1.35
H -5.65 -4.45 -0.63
H -6.25 -2.04 -0.37
H -4.42 -0.35 -0.52
F 4.63 -1.22 3.32
C 4.54 -0.20 2.45
C 4.36 -0.40 1.15
N 4.29 0.64 0.25
C 3.99 0.37 -1.15
C 2.56 -0.19 -1.30
O 2.27 -1.23 -0.66
O 1.72 0.45 -1.96
C 4.35 1.95 0.67
O 4.30 2.91 -0.08
N 4.58 2.11 2.02
C 4.65 1.15 3.01
O 4.83 1.42 4.17
H 4.23 -1.38 0.72
H 4.72 -0.35 -1.53
H 4.08 1.31 -1.68
H 4.62 3.07 2.33

Löwdin population analysis, charges in e, atoms 1 to 6: 1.99 0.12 -0.48 0.07 -0.13 -0.14


Entry 4:
The following is a quantum chemistry calculation of a structure of composition C16H12ClIrN2O8P2 at a distorted geometry, from the Open Molecules 2025 dataset.

Frontier orbital gap (eV): 6.766
F_max (eV/Å): 2.21
Relative energy (zero: lowest compared OMol25 entry of this formula, charge and spin) (eV): 0.482
E_HOMO (eV): -8.51
DFT total energy (eV): -70093.6794

Atoms and positions in Å:
Ir -0.76 0.79 -0.36
Cl -0.59 -6.28 -2.14
C -0.94 -4.63 -1.75
C -2.27 -4.21 -1.67
C -2.56 -2.89 -1.42
C -1.54 -1.93 -1.24
O -1.87 -0.68 -1.11
C -0.18 -2.39 -1.25
C 0.93 -1.55 -0.96
N 0.92 -0.28 -0.73
C 2.10 0.45 -0.44
C 3.39 -0.01 -0.51
C 4.47 0.82 -0.17
C 4.27 2.11 0.23
C 2.96 2.63 0.32
C 2.66 3.94 0.75
C 1.35 4.34 0.84
C 0.33 3.45 0.47
N 0.59 2.24 0.04
C 1.89 1.79 -0.02
C 0.08 -3.75 -1.52
H -3.07 -4.92 -1.81
H -3.58 -2.54 -1.35
H 1.89 -2.06 -0.88
H 3.60 -1.02 -0.83
H 5.47 0.43 -0.22
H 5.11 2.75 0.50
H 3.47 4.62 1.00
H 1.09 5.33 1.18
H -0.72 3.72 0.53
H 1.10 -4.09 -1.56
O -1.74 -1.88 2.12
P -1.75 -0.29 2.33
O -1.96 0.08 3.73
O -0.48 0.25 1.62
O -2.97 0.08 1.34
P -3.43 1.57 0.92
O -4.61 1.20 -0.11
O -3.88 2.44 2.00
O -2.25 2.09 0.06
H -2.22 -2.28 2.85
H -4.30 0.58 -0.78

Löwdin population analysis, charges in e, atoms 1 to 6: 1.49 0.67 -0.67 -0.07 0.01 -0.33


Entry 5:
The following is a quantum chemistry calculation of a structure of composition C16H13As2CuF36O6 at a distorted geometry, from the Open Molecules 2025 dataset.

Frontier orbital gap (eV): 7.749
F_max (eV/Å): 1.93
Relative energy (zero: lowest compared OMol25 entry of this formula, charge and spin) (eV): 0.000
E_HOMO (eV): -3.56
Total charge: -2
DFT total energy (eV): -293246.5629

Atoms and positions in Å:
Cu 2.95 -10.66 3.90
As 0.36 -8.04 2.21
F 0.62 -7.01 3.58
F 1.05 -9.35 3.17
F 0.19 -9.08 0.86
F -0.39 -6.74 1.35
F 1.93 -7.56 1.62
F -1.21 -8.53 2.75
As 1.69 -12.84 0.71
F 1.04 -14.00 -0.42
F 0.23 -11.96 0.69
F 2.42 -11.72 1.88
F 3.19 -13.75 0.73
F 2.32 -11.87 -0.58
F 1.11 -13.78 2.03
O 3.53 -12.61 6.50
C 2.36 -13.09 5.90
O 1.86 -12.41 4.97
O 1.94 -14.18 6.34
H 3.72 -13.39 7.05
C 0.94 -10.71 8.14
C 1.38 -9.53 7.31
C 0.22 -8.58 7.05
F -0.25 -8.14 8.26
F 0.52 -7.54 6.28
F 2.36 -8.91 8.04
F 1.94 -9.91 6.15
O -0.05 -11.47 7.46
C -0.75 -12.34 8.22
C -1.88 -12.88 7.36
F -1.43 -13.53 6.28
F -2.66 -13.74 8.08
F 0.06 -13.32 8.68
F -1.29 -11.73 9.31
H 0.63 -10.37 9.12
H 1.80 -11.37 8.30
H -0.60 -9.15 6.59
H -2.51 -12.06 7.03
C 5.96 -7.61 2.17
C 5.42 -8.16 0.86
C 4.60 -9.44 0.97
F 5.42 -10.51 1.05
F 3.84 -9.36 2.09
F 4.75 -7.19 0.19
F 6.53 -8.41 0.09
O 4.89 -7.29 3.03
C 5.21 -6.95 4.31
C 3.85 -6.83 5.00
F 3.16 -7.98 4.83
F 4.05 -6.63 6.33
F 6.00 -7.88 4.85
F 5.84 -5.75 4.30
H 6.54 -6.71 1.91
H 6.66 -8.33 2.60
H 3.92 -9.55 0.13
H 3.24 -6.05 4.54
C 5.34 -13.29 3.02
C 4.86 -14.64 3.55
C 5.65 -15.79 2.91
F 5.87 -15.56 1.59
F 6.89 -15.92 3.48
F 5.01 -14.66 4.90
F 3.57 -14.91 3.31
O 4.88 -12.19 3.78
C 5.76 -11.45 4.51
C 6.47 -12.17 5.64
F 7.29 -13.15 5.23
F 7.19 -11.27 6.38
F 6.67 -10.89 3.65
F 5.03 -10.44 5.01
H 5.10 -13.22 1.96
H 6.43 -13.30 3.02
H 5.10 -16.72 3.03
H 5.70 -12.55 6.31

Löwdin population analysis, charges in e, atoms 1 to 6: 0.43 0.71 -0.26 -0.25 -0.24 -0.27


Entry 6:
The following is a quantum chemistry calculation of a structure of composition C16H13AsF6N2O2OsSSe3Te at a distorted geometry, from the Open Molecules 2025 dataset.

Frontier orbital gap (spin up / spin down) (eV): 6.970 / 5.465
F_max (eV/Å): 1.89
Relative energy (zero: lowest compared OMol25 entry of this formula, charge and spin) (eV): 0.000
⟨S²⟩: 8.790
Multiplicity: 6
E_HOMO (spin up / spin down) (eV): -11.81 / -11.98
Total charge: +1
DFT total energy (eV): -317652.0881

Atoms and positions in Å:
Os -5.20 -10.36 5.93
C -11.82 -8.18 8.27
C -10.92 -8.97 7.36
C -10.01 -9.85 7.90
C -9.14 -10.56 7.11
C -9.23 -10.39 5.76
C -10.11 -9.55 5.16
C -10.99 -8.85 5.97
S -8.05 -11.18 4.74
O -8.51 -12.41 4.17
O -7.46 -10.26 3.81
N -6.81 -11.53 5.81
C -6.78 -12.80 6.44
C -7.77 -13.72 6.65
C -7.49 -14.95 7.27
C -6.25 -15.25 7.78
C -5.22 -14.29 7.67
C -3.92 -14.46 8.14
C -3.02 -13.44 8.11
C -3.40 -12.25 7.44
N -4.56 -12.13 6.84
C -5.50 -13.10 6.96
H -12.41 -8.85 8.88
H -12.47 -7.54 7.69
H -11.24 -7.57 8.97
H -9.96 -9.99 8.96
H -8.39 -11.20 7.56
H -10.11 -9.45 4.08
H -11.72 -8.21 5.50
H -8.74 -13.55 6.24
H -8.30 -15.67 7.43
H -6.13 -16.20 8.31
H -3.69 -15.40 8.63
H -2.05 -13.50 8.60
H -2.69 -11.43 7.40
Se -2.92 -9.34 5.64
Se -2.68 -7.51 6.94
Te -5.16 -6.81 6.87
Se -6.24 -8.20 5.16
F -5.47 -9.99 8.07
As -6.11 -9.35 9.66
F -5.02 -10.43 10.34
F -4.86 -8.20 9.47
F -6.70 -8.71 11.13
F -7.13 -8.36 8.73
F -7.28 -10.58 9.53

Löwdin population analysis, charges in e, atoms 1 to 6: 1.09 -0.03 -0.24 -0.02 -0.07 -0.32


Entry 7:
The following is a quantum chemistry calculation of an isolated molecule of C16H13BN2O3 at a distorted geometry, from the Open Molecules 2025 dataset.

Frontier orbital gap (eV): 7.205
F_max (eV/Å): 3.74
Relative energy (zero: lowest compared OMol25 entry of this formula, charge and spin) (eV): 3.809
SMILES string: OB(O)c1cccc(/N=N/c2c(O)ccc3ccccc23)c1
E_HOMO (eV): -7.62
DFT total energy (eV): -26601.8425

Atoms and positions in Å:
N 1.38 0.75 -0.98
N 0.20 0.49 -0.72
O 3.24 -3.12 3.28
O 1.26 -3.35 2.01
O 0.23 2.79 -2.53
B 2.54 -2.78 2.15
C 4.77 -0.32 0.19
C 3.84 0.37 -0.54
C 4.35 -1.34 1.08
C 2.11 -0.86 0.57
C -4.62 -0.34 0.43
C -2.09 2.88 -2.31
C -3.37 -0.78 0.93
C 2.48 0.18 -0.24
C -0.91 2.27 -1.98
C 3.03 -1.59 1.29
C -4.60 0.72 -0.47
C -3.33 2.45 -1.84
C -2.21 -0.28 0.34
C -0.94 1.20 -1.09
C -3.43 1.40 -0.93
C -2.17 0.81 -0.51
H 3.01 -3.80 3.99
H 1.00 -4.05 2.67
H 0.09 3.55 -3.16
H 5.78 -0.04 -0.01
H 4.22 1.00 -1.33
H 5.06 -1.72 1.72
H 1.08 -1.07 0.75
H -5.54 -0.63 0.97
H -2.03 3.59 -3.11
H -3.38 -1.75 1.49
H -5.55 1.12 -0.68
H -4.17 3.02 -2.12
H -1.33 -0.74 0.68

Löwdin population analysis, charges in e, atoms 1 to 6: 0.08 0.06 0.14 0.12 0.05 -0.58


Entry 8:
The following is a quantum chemistry calculation of an isolated molecule of C16H13Cl2FN2O3 at a distorted geometry, from the Open Molecules 2025 dataset.

Frontier orbital gap (eV): 8.597
F_max (eV/Å): 1.08
Relative energy (zero: lowest compared OMol25 entry of this formula, charge and spin) (eV): 0.000
SMILES string: COC(=O)N/N=C/c1cc(Cl)cc(Cl)c1OCc1ccc(F)cc1
E_HOMO (eV): -8.60
DFT total energy (eV): -53687.3340

Atoms and positions in Å:
C -3.53 3.09 4.33
H -4.09 2.45 5.01
H -4.23 3.72 3.79
H -2.81 3.70 4.88
O -2.76 2.31 3.43
C -3.46 1.48 2.66
O -4.66 1.35 2.66
N -2.66 0.75 1.81
N -1.33 0.88 1.79
C -0.64 0.17 0.99
C 0.80 0.30 0.94
C 1.45 1.25 1.73
C 2.82 1.38 1.66
C 3.57 0.57 0.83
C 2.93 -0.39 0.05
C 1.54 -0.53 0.07
O 0.85 -1.47 -0.63
C 1.12 -1.65 -2.01
C -0.20 -1.73 -2.75
C -0.39 -1.04 -3.94
C -1.60 -1.12 -4.60
C -2.62 -1.88 -4.05
C -2.45 -2.57 -2.87
C -1.23 -2.49 -2.22
H -1.07 -3.02 -1.29
H -3.26 -3.16 -2.47
F -3.80 -1.95 -4.69
H -1.77 -0.59 -5.53
H 0.41 -0.44 -4.35
H 1.67 -2.59 -2.15
H 1.72 -0.83 -2.41
Cl 3.93 -1.44 -0.90
H 4.64 0.66 0.79
Cl 3.62 2.56 2.63
H 0.85 1.86 2.38
H -1.10 -0.55 0.31
H -3.13 0.09 1.19

Löwdin population analysis, charges in e, atoms 1 to 6: -0.05 0.10 0.10 0.09 -0.03 -0.57